(1)
Molecular formula: C8H8N3S
Method: DFT, wB97M-V/def2-TZVPD

**LUMO energy**: -5.71 eV
**ΔE to the lowest compared entry with this formula, charge and spin**: 18.6 kcal/mol
**HOMO-LUMO gap**: 7.312 eV
**Molar mass**: 178.2 g mol⁻¹
**HOMO energy**: -13.0224 eV
**DFT total energy**: -871.803785 Eh

```
! RIJCOSX wB97M-V def2-TZVPD def2/J DEFGRID3
* xyz 1 1
C -1.8954 -2.1939 -0.0889
C -0.6863 -1.5491 -0.0621
C -3.0986 -1.4491 -0.0352
C -0.6923 -0.1441 0.0267
C -1.9847 0.5092 0.0167
C 0.3076 0.8410 0.0490
C 2.2808 -0.3042 0.6047
C 2.4352 1.8455 -0.4001
N -3.1418 -0.1501 -0.0068
N -1.9368 1.8383 0.0358
N 1.6787 0.7221 0.1131
S -0.4705 2.4084 0.0376
H -1.9417 -3.2681 -0.1660
H 0.2360 -2.1076 -0.1330
H -4.0543 -1.9537 -0.0460
H 3.3569 -0.3602 0.5915
H 1.7248 -1.1091 1.0549
H 2.2757 2.7204 0.2322
H 2.1085 2.0901 -1.4108
H 3.4981 1.6143 -0.4134
*
```

=====

(2)
Molecular formula: C8H8N4
Method: DFT, wB97M-V/def2-TZVPD

**LUMO energy**: 0.25 eV
**ΔE to the lowest compared entry with this formula, charge and spin**: 29.7 kcal/mol
**Structure (SMILES)**: c1cnccn1.c1cnccn1
**HOMO-LUMO gap**: 10.040 eV
**Molar mass**: 160.2 g mol⁻¹
**HOMO energy**: -9.7912 eV
**DFT total energy**: -528.644494 Eh

```
! RIJCOSX wB97M-V def2-TZVPD def2/J DEFGRID3
* xyz 0 1
C -3.6027 2.0248 1.0496
C -3.1417 1.1493 2.0321
N -1.8394 0.8774 2.1962
C -1.0111 1.5057 1.3501
C -1.4721 2.3814 0.3675
N -2.7744 2.6531 0.2035
H -4.6757 2.2289 0.9380
H -3.8434 0.6482 2.7118
H 0.0620 1.3017 1.4617
H -0.7703 2.8824 -0.3122
C -1.5835 -1.7748 -0.7001
C -2.8953 -1.9927 -0.2805
N -3.9433 -1.3950 -0.8645
C -3.6427 -0.5732 -1.8799
C -2.3308 -0.3552 -2.2995
N -1.2828 -0.9530 -1.7155
H -0.7439 -2.2783 -0.2029
H -3.1123 -2.6717 0.5546
H -4.4822 -0.0697 -2.3771
H -2.1138 0.3238 -3.1346
*
```

=====

(3)
Molecular formula: C8H8N4O4
Method: DFT, wB97M-V/def2-TZVPD

**LUMO energy**: 0.25 eV
**ΔE to the lowest compared entry with this formula, charge and spin**: 49.9 kcal/mol
**Structure (SMILES)**: O=c1cc[nH]c(=O)[nH]1.O=c1cc[nH]c(=O)[nH]1
**HOMO-LUMO gap**: 9.727 eV
**Molar mass**: 224.2 g mol⁻¹
**HOMO energy**: -9.4760 eV
**DFT total energy**: -829.680869 Eh

```
! RIJCOSX wB97M-V def2-TZVPD def2/J DEFGRID3
* xyz 0 1
O -4.6351 1.9722 -0.4674
C -4.2247 0.8489 -0.1338
C -5.0490 -0.2093 0.4364
C -4.4361 -1.4166 0.6842
N -3.0563 -1.5394 0.5226
C -2.2891 -0.6422 -0.2394
O -1.1383 -0.8238 -0.6227
N -2.9397 0.5922 -0.3971
H -6.0934 0.0601 0.7947
H -4.9592 -2.2696 1.0524
H -2.6601 -2.5517 0.4365
H -2.5564 1.3238 -0.9810
O 3.6781 0.2735 2.4235
C 3.4821 0.4361 1.2752
C 2.8319 1.5280 0.5627
C 2.5269 1.4980 -0.6966
N 3.1413 0.4589 -1.4120
C 3.8105 -0.6385 -0.8062
O 4.0376 -1.6964 -1.3711
N 4.1170 -0.4473 0.4374
H 2.3747 2.2942 1.2749
H 2.0958 2.3427 -1.2760
H 2.8036 0.3195 -2.4339
H 4.7062 -1.2003 0.8841
*
```

=====

(4)
Molecular formula: C8H8O
Method: DFT, wB97M-V/def2-TZVPD

**LUMO energy**: 0.28 eV
**ΔE to the lowest compared entry with this formula, charge and spin**: 111.6 kcal/mol
**HOMO-LUMO gap**: 7.969 eV
**Molar mass**: 120.2 g mol⁻¹
**HOMO energy**: -7.6933 eV
**DFT total energy**: -384.665608 Eh

```
! RIJCOSX wB97M-V def2-TZVPD def2/J DEFGRID3
* xyz 0 1
C 0.8268 -1.0629 1.3218
C 1.3927 0.1582 1.0902
C -1.0857 -2.0763 -0.3098
C -0.1009 -1.5926 0.4327
C 0.8000 0.9646 0.0045
C -0.1564 0.2712 -0.6316
C -1.7363 -1.1101 -1.3094
C 0.9691 2.4584 0.0738
O -0.8965 -0.0532 -1.7051
H 1.0890 -1.8316 2.0257
H 2.2430 0.7322 1.7019
H -1.5997 -3.0087 -0.0334
H -2.0995 -1.6213 -2.2506
H -2.6725 -0.7091 -0.8530
H 0.9568 2.9578 -0.8888
H 1.9265 2.6015 0.6838
H 0.1436 2.9219 0.6470
*
```

=====

(5)
Molecular formula: C8H8O2
Method: DFT, wB97M-V/def2-TZVPD

**LUMO energy (alpha / beta)**: 0.10 / -1.41 eV
**ΔE to the lowest compared entry with this formula, charge and spin**: 155.8 kcal/mol
**HOMO-LUMO gap (alpha / beta)**: 8.927 / 5.822 eV
**Molar mass**: 136.2 g mol⁻¹
**HOMO energy (alpha / beta)**: -8.8257 / -7.2329 eV
**DFT total energy**: -459.834471 Eh

```
! RIJCOSX wB97M-V def2-TZVPD def2/J DEFGRID3
* xyz 0 1
C -2.5939 0.4934 -1.9555
C -2.9266 0.3650 -0.7968
C 1.9811 -1.1376 0.6320
C 1.4071 -1.4154 1.8251
C 1.0573 -0.3286 -0.0748
C -0.1178 -0.2886 0.6788
C 1.2181 0.1081 -1.4951
C -3.2969 0.5253 0.4919
O 0.1707 -0.9526 1.8609
O -3.4811 -0.4386 1.3838
H -2.5620 0.5731 -3.0030
H 2.9912 -1.4909 0.2601
H 1.8245 -1.9778 2.6957
H 0.1688 -0.0859 -1.9388
H 1.3939 1.2446 -1.7651
H 1.9424 -0.4464 -2.1694
H -3.4833 1.5457 0.7586
H -3.2136 -1.3497 1.1855
*
```

=====

(6)
Molecular formula: C8H8O2
Method: DFT, wB97M-V/def2-TZVPD

**LUMO energy**: 0.23 eV
**ΔE to the lowest compared entry with this formula, charge and spin**: 125.9 kcal/mol
**Structure (SMILES)**: CCC1=CC=C2O[C@@]23O[C@@H]13
**HOMO-LUMO gap**: 9.015 eV
**Molar mass**: 136.2 g mol⁻¹
**HOMO energy**: -8.7834 eV
**DFT total energy**: -459.882193 Eh

```
! RIJCOSX wB97M-V def2-TZVPD def2/J DEFGRID3
* xyz 0 1
C 1.1875 0.9642 0.6873
C 0.7086 0.1240 -0.5468
C -0.7740 -0.2443 -0.3201
C -1.2276 -1.3582 0.2195
C -2.6733 -1.6734 0.2163
C -3.4220 -0.5820 0.3332
O -4.3151 0.3480 -0.1781
C -2.9773 0.6757 -0.0663
O -2.1691 1.6607 0.4815
C -1.6849 0.9433 -0.7191
H 0.6476 1.8928 0.6739
H 2.2657 0.8377 0.8505
H 0.8124 0.2398 1.6243
H 1.2329 -0.9133 -0.4185
H 0.8920 0.6752 -1.4898
H -0.5922 -2.0869 0.5551
H -2.9390 -2.6746 0.4210
H -1.5271 1.6615 -1.5430
*
```

=====

(7)
Molecular formula: C8H8O3
Method: DFT, wB97M-V/def2-TZVPD

**LUMO energy**: 0.78 eV
**ΔE to the lowest compared entry with this formula, charge and spin**: 83.6 kcal/mol
**Structure (SMILES)**: C#C[C@]1(C(C)=O)CCOC1=O
**HOMO-LUMO gap**: 10.796 eV
**Molar mass**: 152.1 g mol⁻¹
**HOMO energy**: -10.0168 eV
**DFT total energy**: -535.258409 Eh

```
! RIJCOSX wB97M-V def2-TZVPD def2/J DEFGRID3
* xyz 0 1
C -1.3137 1.7659 1.3113
C -0.8435 0.8476 0.7488
C -0.0345 -0.2646 0.0355
C -0.7193 -1.3043 -0.8395
C -1.7830 -0.7130 -1.7189
O -0.4510 -2.4689 -0.8495
C 0.8789 -0.7327 1.1833
C 2.0332 0.4336 1.1146
O 2.0635 0.8611 -0.2172
C 0.9375 0.5099 -0.9173
O 0.6856 0.7169 -2.0681
H -1.6767 2.7108 1.8107
H -2.3271 -1.3804 -2.3432
H -1.4567 0.1492 -2.4195
H -2.4920 -0.1030 -1.1098
H 1.5007 -1.5425 1.1292
H 0.2979 -0.8052 2.1206
H 1.7376 1.3056 1.6420
H 2.9623 0.0142 1.3871
*
```

=====

(8)
Molecular formula: C8H8O3
Method: DFT, wB97M-V/def2-TZVPD

**LUMO energy**: -2.20 eV
**ΔE to the lowest compared entry with this formula, charge and spin**: 89.1 kcal/mol
**Structure (SMILES)**: C[C@@]12C[C@]1(C)C(=O)C(=O)C2=O
**HOMO-LUMO gap**: 7.640 eV
**Molar mass**: 152.1 g mol⁻¹
**HOMO energy**: -9.8434 eV
**DFT total energy**: -535.249688 Eh

```
! RIJCOSX wB97M-V def2-TZVPD def2/J DEFGRID3
* xyz 0 1
C -1.0229 -0.9616 -1.4250
C -0.7068 -0.0973 -0.1471
C -0.3859 -0.8737 1.0948
C 0.7084 0.0257 0.4823
C 1.7934 -0.7816 -0.1969
C 0.8324 1.5357 0.8427
O 1.9189 1.9678 1.0682
C -0.3698 2.2665 0.7228
O -0.5829 3.4092 1.2187
C -1.3652 1.2546 0.1582
O -2.5073 1.3960 -0.2491
H -2.0429 -0.8165 -1.8349
H -0.3845 -0.7374 -2.3578
H -1.0950 -2.0523 -1.2473
H -0.4006 -1.9957 0.9887
H -0.7380 -0.6125 2.1194
H 2.8104 -0.4858 0.1255
H 1.7024 -0.6006 -1.2679
H 1.8361 -1.8407 -0.0953
*
```

=====

(9)
Molecular formula: C8H8O5PdSe2Te2
Method: DFT, wB97M-V/def2-TZVPD

**LUMO energy (alpha / beta)**: -1.75 / -3.16 eV
**HOMO-LUMO gap (alpha / beta)**: 6.591 / 5.860 eV
**Molar mass**: 703.7 g mol⁻¹
**HOMO energy (alpha / beta)**: -8.3392 / -9.0162 eV
**<S²>**: 6.020
**DFT total energy**: -6152.608278 Eh

```
! RIJCOSX wB97M-V def2-TZVPD def2/J DEFGRID3
* xyz 0 5
Pd 2.0557 0.5417 -0.0892
O -0.5487 0.2677 3.1265
C -0.0590 0.1246 2.0281
O 1.2362 0.1137 1.8230
C -0.9475 -0.1634 0.8145
C -0.4011 -1.3094 -0.0511
C -1.5072 -1.8843 -0.9327
C -1.6894 -0.7572 -1.9825
C -0.6492 0.2645 -1.5260
O 0.4144 -0.6107 -1.0385
C -1.1096 0.9769 -0.2502
C -0.3421 2.2867 0.0078
O -0.9604 3.2608 0.3837
O 0.9315 2.2844 -0.2612
H -1.9200 -0.4216 1.2277
H 0.2218 -2.0305 0.4718
H -1.1802 -2.8113 -1.4006
H -2.4093 -2.0889 -0.3591
H -1.4670 -1.1125 -2.9870
H -2.6902 -0.3293 -1.9839
H -0.2429 0.9157 -2.2944
H -2.1569 1.2619 -0.3188
Se 3.5499 -1.5889 0.2252
Te 4.1180 -1.0942 2.4951
Te 3.5763 1.6726 2.5522
Se 4.1771 2.2310 0.3196
*
```

=====

(10)
Molecular formula: C8H9BN2O2
Method: DFT, wB97M-V/def2-TZVPD

**LUMO energy**: 0.41 eV
**ΔE to the lowest compared entry with this formula, charge and spin**: 95.5 kcal/mol
**HOMO-LUMO gap**: 8.747 eV
**Molar mass**: 176.0 g mol⁻¹
**HOMO energy**: -8.3375 eV
**DFT total energy**: -595.047670 Eh

```
! RIJCOSX wB97M-V def2-TZVPD def2/J DEFGRID3
* xyz 0 1
B -2.7552 -0.1257 0.4580
C 1.2107 2.6803 0.4945
C 2.1708 1.7545 0.0539
C -0.0969 2.2046 0.6863
C 1.8604 0.4952 -0.3360
C -0.8295 -1.5975 -1.2118
C -0.3964 0.8730 0.4449
C 0.5574 0.0260 -0.1183
C 0.8268 -2.3263 0.2514
N -1.6710 0.4184 0.7058
N 0.1672 -1.3209 -0.4301
O -3.9737 -0.6474 0.5625
O -1.2384 -0.5260 -1.9552
H 1.3475 3.6551 0.9691
H 3.2531 2.0162 -0.2951
H -0.7657 2.8896 1.0548
H 2.6312 -0.1257 -0.8778
H 1.9032 -2.5467 -0.0280
H 0.9307 -2.2278 1.3235
H 0.3147 -3.3164 0.1639
H -3.8254 -1.5071 0.8850
H -1.6213 -0.7454 -2.8013
*
```

=====

Copy entry 7 word for word.
Molecular formula: C8H8O3
Method: DFT, wB97M-V/def2-TZVPD

**LUMO energy**: 0.78 eV
**ΔE to the lowest compared entry with this formula, charge and spin**: 83.6 kcal/mol
**Structure (SMILES)**: C#C[C@]1(C(C)=O)CCOC1=O
**HOMO-LUMO gap**: 10.796 eV
**Molar mass**: 152.1 g mol⁻¹
**HOMO energy**: -10.0168 eV
**DFT total energy**: -535.258409 Eh

```
! RIJCOSX wB97M-V def2-TZVPD def2/J DEFGRID3
* xyz 0 1
C -1.3137 1.7659 1.3113
C -0.8435 0.8476 0.7488
C -0.0345 -0.2646 0.0355
C -0.7193 -1.3043 -0.8395
C -1.7830 -0.7130 -1.7189
O -0.4510 -2.4689 -0.8495
C 0.8789 -0.7327 1.1833
C 2.0332 0.4336 1.1146
O 2.0635 0.8611 -0.2172
C 0.9375 0.5099 -0.9173
O 0.6856 0.7169 -2.0681
H -1.6767 2.7108 1.8107
H -2.3271 -1.3804 -2.3432
H -1.4567 0.1492 -2.4195
H -2.4920 -0.1030 -1.1098
H 1.5007 -1.5425 1.1292
H 0.2979 -0.8052 2.1206
H 1.7376 1.3056 1.6420
H 2.9623 0.0142 1.3871
*
```

=====

- What is the formula in the eighth record?
  C8H8O3

=====

- What is the DFT total energy in the first record?
  -871.803785 Eh

=====

- Look up the DFT total energy of the fifth one.
  -459.834471 Eh